{"formula": "C66H42Cl5CrN4O2P2SSe", "method": "ωB97M-V/def2-TZVPD", "symbols": ["Cr", "O", "S", "C", "C", "C", "C", "C", "C", "C", "C", "C", "C", "P", "C", "C", "C", "C", "C", "C", "C", "C", "C", "C", "C", "C", "C", "C", "C", "C", "C", "C", "C", "C", "C", "C", "C", "C", "P", "C", "C", "C", "C", "C", "C", "C", "C", "C", "C", "C", "C", "C", "C", "H", "H", "H", "H", "H", "H", "H", "H", "H", "H", "H", "H", "H", "H", "H", "H", "H", "H", "H", "H", "H", "H", "H", "H", "H", "H", "H", "H", "H", "H", "H", "H", "H", "H", "H", "H", "Cl", "C", "C", "Cl", "C", "Cl", "C", "O", "C", "Cl", "C", "Cl", "Se", "N", "C", "C", "C", "C", "C", "N", "C", "C", "N", "C", "C", "C", "C", "C", "N", "H", "H", "H", "H", "H", "H"], "positions_angstrom": [[0.626914, -1.347592, 0.088421], [0.861181, -0.230843, -2.679719], [-0.097230, 0.303399, -1.704516], [-1.762218, 0.015519, -2.432908], [-1.862355, 0.111425, -3.804257], [-3.079787, 0.247461, -4.486495], [-4.233387, 0.272556, -3.748474], [-5.666271, 0.487786, -4.123073], [-6.471263, 0.151680, -2.846934], [-5.436135, -0.175442, -1.817623], [-5.549685, -0.614778, -0.524244], [-4.373294, -0.913963, 0.166639], [-3.099700, -0.730096, -0.358859], [-1.721659, -1.207635, 0.746874], [-2.176397, 0.048654, 1.987421], [-1.914515, 1.353022, 1.571730], [-2.391046, 2.428860, 2.295356], [-3.160369, 2.205377, 3.427976], [-3.431816, 0.910703, 3.837661], [-2.940504, -0.171965, 3.123997], [-2.242303, -2.859542, 1.309282], [-1.864620, -3.340952, 2.560677], [-2.125593, -4.654079, 2.911731], [-2.750757, -5.507862, 2.018503], [-3.142688, -5.032552, 0.777220], [-2.898823, -3.718601, 0.426618], [-2.942197, -0.219159, -1.671015], [-4.152788, -0.029154, -2.376043], [0.024213, 2.108094, -2.002587], [-0.067118, 2.462356, -3.331083], [-0.130459, 3.785605, -3.775868], [-0.106176, 4.771285, -2.827743], [-0.179227, 6.257132, -2.948628], [0.076660, 6.786913, -1.521882], [0.304552, 5.564568, -0.693059], [0.696417, 5.409287, 0.607331], [0.955683, 4.114378, 1.071595], [0.734964, 2.970611, 0.323229], [1.479185, 1.378084, 0.883679], [3.099415, 1.885297, 0.149586], [4.034683, 2.607859, 0.881233], [5.196424, 3.051127, 0.276934], [5.426552, 2.801653, -1.065514], [4.485255, 2.102673, -1.805194], [3.328538, 1.639489, -1.203321], [1.756150, 1.576125, 2.684757], [0.909155, 2.318112, 3.504609], [1.205970, 2.489070, 4.846326], [2.309735, 1.869781, 5.407193], [3.113159, 1.063965, 4.616594], [2.842351, 0.923202, 3.268647], [0.258890, 3.093607, -1.012980], [0.122509, 4.417510, -1.485574], [-0.955587, 0.078566, -4.386274], [-3.083232, 0.361863, -5.558524], [-5.962608, -0.134535, -4.966641], [-5.811974, 1.526783, -4.427304], [-7.153680, -0.685170, -3.008092], [-7.075772, 1.000019, -2.523593], [-6.509964, -0.763488, -0.055984], [-4.460805, -1.326235, 1.162892], [-1.358692, 1.510101, 0.653183], [-2.186513, 3.437475, 1.961583], [-3.559450, 3.046451, 3.974287], [-4.049746, 0.741951, 4.706717], [-3.170375, -1.173405, 3.452736], [-1.377730, -2.690864, 3.268942], [-1.842456, -5.013568, 3.888714], [-2.948990, -6.531867, 2.292951], [-3.643657, -5.685850, 0.080509], [-3.246991, -3.355585, -0.528340], [-0.065918, 1.689882, -4.078007], [-0.204343, 3.995831, -4.831973], [-1.154202, 6.560143, -3.334471], [0.571754, 6.619416, -3.651000], [-0.780352, 7.342985, -1.141285], [0.936948, 7.456136, -1.488683], [0.881077, 6.251970, 1.252263], [1.387073, 4.027362, 2.056032], [3.863102, 2.831801, 1.921881], [5.916067, 3.605553, 0.859201], [6.331208, 3.164384, -1.530038], [4.656063, 1.924240, -2.855860], [2.605701, 1.088737, -1.790243], [0.003607, 2.748841, 3.108057], [0.561772, 3.098508, 5.460159], [2.519674, 1.987130, 6.458844], [3.959202, 0.554368, 5.051050], [3.485172, 0.293842, 2.668753], [1.994118, -4.891244, 6.183851], [1.528788, -3.748464, 5.003439], [1.675214, -4.046877, 3.647351], [2.251166, -5.572984, 3.132574], [1.334362, -3.085516, 2.713062], [1.278640, -3.435143, 1.037742], [0.860468, -1.796501, 3.040549], [0.623626, -0.933429, 2.111245], [0.599455, -1.576854, 4.417411], [-0.261539, -0.179352, 4.882062], [0.951195, -2.525467, 5.372327], [0.651269, -2.218175, 7.023107], [4.598459, -5.543515, -4.873367], [2.898087, -5.275721, -4.557931], [2.764440, -4.347133, -3.630016], [1.510789, -3.884633, -3.112201], [0.283596, -4.359235, -3.575286], [-0.863761, -3.826576, -3.020159], [-0.755102, -2.881698, -2.012981], [0.400726, -2.450658, -1.518933], [1.533229, -2.926318, -2.082041], [2.767483, -2.402717, -1.578099], [2.680145, -1.526285, -0.558848], [3.811602, -1.058167, -0.057210], [5.075629, -1.390679, -0.542319], [5.183392, -2.285788, -1.584617], [4.005860, -2.820382, -2.110216], [3.997167, -3.816552, -3.140258], [5.074397, -4.343898, -3.691056], [0.272395, -5.120789, -4.338085], [-1.839676, -4.140433, -3.348980], [-1.644852, -2.455276, -1.575616], [3.722505, -0.386914, 0.782804], [5.952625, -0.954752, -0.093160], [6.130542, -2.605652, -1.992815]], "forces_ev_per_angstrom": [[0.230, 1.534, 2.045], [0.854, -0.273, -0.967], [-1.062, 0.909, -1.373], [0.220, -0.102, 0.238], [0.314, -0.111, 0.111], [-0.263, 0.019, 0.055], [0.291, -0.131, 0.054], [-0.149, 0.062, -0.254], [-0.241, 0.087, -0.100], [0.287, -0.137, 0.195], [-0.042, 0.099, -0.221], [0.320, 0.011, -0.049], [0.214, -0.233, -0.185], [-1.419, 0.122, 0.480], [0.362, 0.083, 0.044], [0.033, -0.215, 0.080], [-0.010, 0.024, -0.156], [0.021, 0.027, 0.008], [-0.096, 0.059, -0.005], [0.085, -0.075, -0.157], [0.228, 0.049, 0.007], [-0.047, 0.073, -0.042], [-0.011, -0.093, 0.085], [0.002, 0.059, -0.012], [-0.009, -0.070, -0.012], [0.070, 0.081, 0.001], [-0.381, 0.003, 0.076], [0.092, 0.138, 0.057], [-0.033, -0.307, 0.520], [0.013, -0.284, -0.009], [-0.009, 0.119, 0.146], [0.075, -0.273, 0.067], [-0.030, 0.245, -0.214], [-0.086, 0.347, 0.002], [0.091, -0.242, 0.311], [-0.050, 0.191, -0.316], [-0.164, -0.228, -0.163], [-0.153, -0.029, 0.467], [0.472, 0.765, -0.254], [-0.017, -0.125, 0.263], [0.018, -0.070, -0.049], [0.120, 0.076, 0.002], [0.034, 0.022, -0.014], [0.095, 0.071, -0.099], [-0.076, 0.016, 0.136], [-0.121, 0.030, -0.116], [0.196, -0.004, -0.079], [0.159, 0.109, 0.025], [-0.074, 0.082, -0.049], [0.052, -0.033, 0.100], [-0.204, 0.025, -0.122], [-0.083, 0.374, 0.311], [-0.014, -0.129, -0.033], [0.134, 0.049, -0.049], [0.018, -0.006, -0.138], [0.016, 0.016, -0.048], [-0.032, -0.045, -0.029], [0.020, 0.039, 0.040], [-0.056, -0.041, 0.011], [-0.088, -0.029, 0.080], [-0.033, 0.011, 0.051], [-0.033, 0.162, 0.030], [0.024, 0.044, -0.025], [-0.035, 0.038, 0.098], [-0.004, -0.042, 0.095], [-0.027, -0.125, 0.038], [0.006, 0.051, 0.110], [0.050, -0.016, 0.130], [-0.006, -0.106, 0.036], [-0.092, -0.072, -0.065], [-0.053, 0.005, -0.089], [-0.047, -0.043, -0.040], [-0.006, 0.014, -0.078], [0.040, 0.047, -0.014], [-0.036, 0.034, -0.051], [0.010, 0.088, -0.010], [-0.033, 0.015, 0.036], [0.030, 0.165, 0.103], [0.043, -0.011, -0.031], [-0.015, 0.030, 0.109], [0.102, 0.069, 0.034], [0.060, -0.003, -0.073], [-0.007, -0.051, -0.124], [0.026, -0.054, -0.068], [0.031, 0.103, -0.027], [-0.127, 0.043, 0.092], [0.067, 0.037, 0.088], [0.100, -0.070, 0.034], [0.117, -0.003, -0.020], [0.043, -0.101, 0.095], [-0.084, 0.046, -0.357], [-0.033, 0.070, 0.271], [0.030, -0.107, -0.084], [-0.199, 0.791, 0.996], [-0.071, -0.870, -0.386], [0.492, -1.217, 0.944], [-0.321, 0.115, -1.153], [0.162, -0.169, -0.424], [-0.086, -0.101, 0.048], [0.135, -0.225, -0.186], [-0.018, 0.074, 0.161], [-0.109, 0.146, 0.139], [-1.211, 0.035, 0.050], [1.005, -0.601, -0.635], [-0.502, 0.434, 0.501], [-0.152, 0.345, 0.401], [0.276, -0.155, -0.235], [-0.391, -0.025, 0.232], [-0.211, -1.302, -1.047], [-0.245, -0.578, -0.690], [1.252, -0.096, -0.303], [-0.024, 0.007, -0.201], [0.111, 0.135, 0.439], [-0.019, -0.234, -0.232], [-0.258, 0.198, 0.278], [-0.551, 0.509, 0.636], [0.283, -0.906, -0.931], [0.513, 0.797, 0.723], [-0.078, -0.061, -0.131], [-0.152, -0.002, -0.020], [-0.001, -0.119, -0.061], [0.018, -0.055, -0.037], [0.035, 0.089, 0.106], [0.095, 0.038, 0.015]], "mulliken_spin": [3.178, 0.009, -0.068, -0.028, -0.003, -0.001, 0.000, 0.000, 0.000, 0.000, -0.001, -0.005, -0.013, -0.071, -0.030, 0.010, 0.005, -0.003, 0.001, -0.004, -0.016, -0.005, 0.003, -0.003, 0.002, -0.001, 0.017, 0.001, 0.013, 0.001, -0.001, 0.001, 0.000, 0.000, 0.000, -0.002, 0.000, 0.040, 0.019, 0.029, 0.003, 0.000, 0.001, 0.000, 0.003, 0.030, 0.006, -0.001, 0.005, -0.005, 0.010, 0.019, 0.001, -0.001, 0.000, 0.000, 0.000, 0.000, 0.000, 0.000, -0.001, 0.007, 0.000, 0.000, 0.000, 0.000, -0.001, 0.000, 0.000, 0.000, 0.000, 0.000, 0.000, 0.000, 0.000, 0.000, 0.000, 0.000, 0.001, 0.000, 0.000, 0.000, 0.000, 0.006, 0.001, 0.000, 0.000, 0.000, -0.004, 0.001, 0.009, -0.006, -0.001, -0.027, -0.008, 0.001, -0.053, 0.010, 0.000, -0.002, 0.000, 0.000, -0.002, -0.001, -0.019, 0.018, -0.006, 0.021, -0.095, -0.013, 0.038, -0.080, 0.030, 0.000, 0.004, -0.008, 0.001, 0.000, 0.000, 0.000, 0.022, 0.012, 0.000, 0.000], "orbital_gap_ev": [5.9, 6.2], "lumo_ev": [-6.17, -5.95], "homo_energy_ev": [-12.107, -12.135], "s_squared": 3.806, "relative_energy_ev": 1.225, "charge": 2, "spin_multiplicity": 4}